<P>
{
  "formula": "C2H7O2P",
  "method": "ωB97M-V/def2-TZVPD",
  "species": ["C", "O", "P", "O", "C", "H", "H", "H", "H", "H", "H", "H"],
  "xyz": [[-1.78, 1.41, 0.60], [-1.56, 0.08, 0.03], [-0.49, -0.87, 0.77], [1.03, 0.00, -0.02], [2.02, -0.78, -0.72], [-0.94, 1.94, 0.34], [-1.72, 1.29, 1.69], [-2.83, 1.63, 0.25], [-0.60, -1.77, -0.32], [2.32, -1.69, -0.18], [2.95, -0.16, -0.83], [1.60, -1.08, -1.63]],
  "orbital_gap_ev": 10.299,
  "multiplicity": 1,
  "total_charge": 0,
  "smiles": "COPOC"
}

---

<Q>
{
  "formula": "C2H7O2P",
  "method": "ωB97M-V/def2-TZVPD",
  "species": ["C", "C", "O", "O", "P", "H", "H", "H", "H", "H", "H", "H"],
  "xyz": [[1.14, 1.69, -0.11], [-2.41, -1.03, 0.04], [1.73, -1.25, -1.10], [1.08, 0.49, 0.65], [0.87, -1.00, 0.06], [0.04, 1.89, -0.32], [1.70, 1.51, -1.03], [1.77, 2.45, 0.46], [-3.04, -1.45, 0.82], [-2.10, 0.02, 0.03], [-2.23, -1.70, -0.78], [1.44, -1.61, 1.29]],
  "orbital_gap_ev": [7.873, 8.676],
  "multiplicity": 1,
  "total_charge": 0
}

---

It is <P> that is most stable; the runner-up trails by 36.4 kcal/mol.